Record 1
A single C4H7N3 molecule, computed with wB97M-V/def2-TZVPD.

Properties
- LUMO (eV) = 0.672
- relative energy (zero: lowest compared OMol25 entry of this formula, charge and spin) (kJ/mol) = 348.8
- F_max (eV/Å) = 0.38

Each line ends with the Mulliken charge.
Geometry (Å):
N 2.025 1.080 1.146  -0.518
C 1.005 0.179 0.833  0.548
C 0.140 0.588 -0.273  -0.526
C -0.935 -0.179 -0.491  0.166
N -1.988 -0.210 -1.509  -0.226
C -1.814 -1.183 -0.226  -0.416
N 0.756 -0.913 1.464  -0.629
H 2.797 0.678 1.658  0.230
H 2.337 1.664 0.383  0.230
H 0.310 1.501 -0.831  0.276
H -1.677 -0.399 -2.462  0.263
H -2.744 0.465 -1.467  0.266
H -1.630 -2.228 -0.458  0.152
H 1.410 -1.050 2.235  0.183


Record 2
12 unconnected molecules or ions with the total composition H24O12 at a distorted geometry, computed with wB97M-V/def2-TZVPD.

Properties
- LUMO (eV) = 0.338
- relative energy (zero: lowest compared OMol25 entry of this formula, charge and spin) (kJ/mol) = 100.0
- SMILES string = O.O.O.O.O.O.O.O.O.O.O.O
- F_max (eV/Å) = 2.08

Each line ends with the Mulliken charge.
Geometry (Å):
O 1.236 3.323 -0.326  -0.712
H 0.697 3.923 -0.855  0.318
H 0.523 2.817 0.160  0.431
O 2.467 -0.748 -1.894  -0.663
H 2.709 -1.029 -2.786  0.313
H 2.195 0.188 -2.186  0.356
O -2.500 1.059 -1.052  -0.723
H -2.083 1.272 -0.208  0.273
H -3.377 0.801 -0.741  0.358
O 0.680 -3.908 1.549  -0.680
H 1.006 -3.577 0.690  0.386
H 0.538 -4.847 1.360  0.334
O -0.414 -0.142 0.778  -0.429
H -0.328 -1.010 1.211  0.274
H -0.271 -0.456 -0.135  0.258
O -0.784 -0.516 -2.377  -0.608
H -1.461 -0.025 -1.860  0.402
H -1.268 -0.799 -3.158  0.253
O -0.999 2.796 1.455  -0.737
H -1.844 2.669 1.891  0.351
H -0.348 2.109 1.689  0.268
O 0.982 -2.640 -0.879  -0.692
H 1.805 -2.133 -1.096  0.395
H 0.294 -2.392 -1.502  0.245
O -2.861 0.076 1.572  -0.674
H -2.830 -0.834 1.908  0.261
H -1.905 0.244 1.406  0.458
O 1.423 1.600 -2.492  -0.785
H 0.542 1.266 -2.304  0.379
H 1.681 2.125 -1.696  0.417
O -1.143 -2.258 2.312  -0.687
H -1.387 -2.828 3.071  0.267
H -0.597 -2.987 1.867  0.375
O 2.050 1.577 1.546  -0.602
H 1.906 2.519 1.476  0.332
H 2.711 1.186 0.969  0.286


Record 3
A molecular structure, C22H21Co2N2O7 at a distorted geometry, computed with wB97M-V/def2-TZVPD.

Properties
- net charge = -1
- LUMO (eV) = 2.467
- relative energy (zero: lowest compared OMol25 entry of this formula, charge and spin) (kJ/mol) = 40.1
- F_max (eV/Å) = 5.08

Each line ends with the Mulliken charge.
Geometry (Å):
O -0.276 0.177 1.420  -0.645
C -0.193 0.671 0.368  -0.001
Co 0.003 1.465 -1.178  0.380
C 1.326 0.636 -1.968  -0.035
O 2.221 0.161 -2.537  -0.418
C -1.216 0.924 -2.330  0.006
O -1.940 0.635 -3.185  -0.415
C 0.858 3.306 -0.819  1.791
C 2.212 3.330 -0.279  0.581
C 2.605 2.423 0.727  -0.206
C 3.949 2.260 1.045  -0.718
C 4.918 3.024 0.386  -0.415
C 4.527 4.046 -0.487  -0.529
C 3.179 4.224 -0.799  -0.541
C 0.265 4.172 -1.784  -0.654
C 0.445 4.661 -3.014  -0.767
Co -0.745 3.951 -0.364  -0.117
C -1.173 3.304 1.282  0.499
O -1.559 2.944 2.309  -0.385
C -2.246 3.469 -1.166  -0.012
O -3.277 3.190 -1.610  -0.381
C -1.018 5.701 -0.003  0.049
O -1.299 6.770 0.333  -0.416
H 1.845 1.829 1.242  0.362
H 4.237 1.512 1.785  0.356
H 5.976 2.804 0.533  0.347
H 5.274 4.693 -0.955  0.343
H 2.868 5.019 -1.484  0.340
H -0.306 5.333 -3.435  0.194
H 1.274 4.341 -3.652  0.294
C 0.884 -4.158 -1.333  -1.012
N 0.191 -4.236 -0.066  0.235
C 0.479 -5.433 0.716  -0.970
C -0.692 -3.250 0.238  0.266
C -1.457 -3.396 1.564  0.151
C -2.587 -4.451 1.582  -0.496
C -3.901 -3.649 1.635  -0.553
C -3.491 -2.163 1.832  -0.674
N -2.082 -2.159 1.815  -0.116
O -0.859 -2.284 -0.506  -0.683
H 0.776 -3.148 -1.735  0.263
H 1.943 -4.409 -1.172  0.323
H 0.437 -4.865 -2.051  0.296
H 0.221 -5.294 1.772  0.336
H -0.092 -6.299 0.341  0.278
H 1.557 -5.642 0.625  0.339
H -0.686 -3.627 2.316  0.237
H -2.548 -5.152 0.741  0.346
H -2.477 -5.018 2.512  0.271
H -4.439 -3.745 0.687  0.262
H -4.558 -3.991 2.442  0.258
H -3.917 -1.541 1.023  0.252
H -3.868 -1.769 2.786  0.390
H -1.566 -1.296 1.856  0.114


Record 4
2 unconnected molecules or ions with the total composition C5H12N6O at a distorted geometry, computed with wB97M-V/def2-TZVPD.

Properties
- LUMO (eV) = 0.350
- relative energy (zero: lowest compared OMol25 entry of this formula, charge and spin) (kJ/mol) = 219.2
- SMILES string = C=NN/C=N/N.CN/N=C/C=O
- F_max (eV/Å) = 1.93

Each line ends with the Mulliken charge.
Geometry (Å):
C 0.191 1.423 -3.098  -0.080
C 2.430 0.251 -0.791  -0.458
C -1.147 -1.218 4.611  -0.737
C -0.156 -1.152 1.187  0.131
C 0.236 -2.121 0.133  -0.096
H -1.442 1.740 -4.916  0.246
H -2.011 3.079 -4.282  0.287
H 0.750 0.938 -3.911  0.386
H 0.248 1.489 -1.033  0.259
H 3.387 -0.251 -0.852  0.275
H 2.165 0.772 0.129  0.306
H -1.209 -0.387 5.328  0.318
H -0.374 -1.910 5.004  0.239
H -2.136 -1.677 4.575  0.274
H -0.768 0.283 3.098  0.253
H -0.196 -0.078 0.902  0.140
H 0.681 -1.684 -0.763  0.367
N -1.114 2.625 -4.449  -0.589
N -0.657 2.349 -3.129  -0.283
N 0.547 0.940 -1.844  0.215
N 1.653 0.197 -1.799  -0.602
N -0.725 -0.716 3.328  -0.017
N -0.441 -1.564 2.371  -0.329
O 0.087 -3.326 0.200  -0.507


Record 5
A single C4H5NS2 molecule, computed with wB97M-V/def2-TZVPD.

Properties
- LUMO (eV) = -1.203
- relative energy (zero: lowest compared OMol25 entry of this formula, charge and spin) (kJ/mol) = 105.4
- SMILES string = S=C/C=C\NC=S
- F_max (eV/Å) = 0.97

Each line ends with the Mulliken charge.
Geometry (Å):
C 2.273 -0.103 0.001  -0.075
C 0.029 0.778 0.000  0.250
C -1.321 0.688 -0.008  -0.557
C -2.114 -0.499 -0.005  -0.073
H 2.572 0.931 0.011  0.218
H 0.497 -1.218 -0.005  0.073
H 0.481 1.766 -0.012  0.238
H -1.845 1.634 0.013  0.287
H -3.202 -0.319 0.007  0.270
N 0.907 -0.269 0.001  0.001
S 3.350 -1.318 -0.003  -0.275
S -1.627 -2.072 -0.001  -0.357


Record 6
A molecular structure, C36H29N13O4S3W, computed with wB97M-V/def2-TZVPD.

Properties
- LUMO (alpha / beta) (eV) = -0.976 / -0.976
- relative energy (zero: lowest compared OMol25 entry of this formula, charge and spin) (kJ/mol) = 69.4
- F_max (eV/Å) = 0.86

Each line ends with the Mulliken charge.
Geometry (Å):
W 0.162 -0.402 0.115  3.408
C 2.106 -0.396 -3.945  -1.878
C 1.527 -0.053 -2.622  1.040
N 1.370 -0.873 -1.657  1.404
N 1.815 -2.172 -1.844  -1.901
C 1.504 -2.842 -0.775  0.259
O 0.906 -2.291 0.230  -0.427
C 1.777 -4.293 -0.701  0.423
C 2.453 -4.938 -1.734  -0.612
C 2.687 -6.300 -1.654  -0.749
C 2.252 -7.018 -0.547  -0.399
C 1.584 -6.373 0.484  -0.871
C 1.347 -5.009 0.411  -0.197
C 1.039 1.291 -2.309  0.644
C 1.283 2.381 -3.121  -0.982
C 0.823 3.627 -2.728  -1.088
C 0.129 3.724 -1.540  -1.145
C -0.066 2.591 -0.770  -0.344
N 0.390 1.383 -1.129  0.634
H 2.096 -1.471 -4.091  0.411
H 3.138 -0.043 -3.982  0.323
H 1.537 0.099 -4.733  0.469
H 2.795 -4.364 -2.584  0.440
H 3.215 -6.804 -2.453  0.420
H 2.437 -8.083 -0.486  0.390
H 1.251 -6.932 1.349  0.428
H 0.833 -4.489 1.209  0.458
H 1.859 2.254 -4.025  0.543
H 1.015 4.500 -3.336  0.460
H -0.262 4.665 -1.178  0.542
H -0.587 2.654 0.166  0.551
N -3.152 6.589 -0.892  -0.586
C -3.227 5.285 -0.454  1.053
C -3.760 4.288 -1.284  -0.759
C -3.783 2.971 -0.874  -0.480
C -3.265 2.628 0.371  -0.494
C -2.760 3.608 1.217  -0.580
C -2.733 4.926 0.803  -0.869
S -3.185 0.954 0.874  1.698
O -4.401 0.292 0.493  -0.794
O -2.765 0.914 2.241  -0.689
N -1.963 0.274 -0.022  -0.877
C -2.224 -0.305 -1.215  0.763
N -3.208 -0.034 -2.065  -0.422
C -3.205 -0.748 -3.182  -0.620
C -2.232 -1.695 -3.491  -0.882
C -1.217 -1.877 -2.575  -0.301
N -1.229 -1.202 -1.424  -0.364
H -3.740 6.862 -1.659  0.197
H -2.995 7.304 -0.204  0.208
H -4.156 4.558 -2.256  0.326
H -4.185 2.202 -1.518  0.536
H -2.371 3.333 2.189  0.734
H -2.324 5.685 1.462  0.375
H -4.009 -0.542 -3.880  0.480
H -2.253 -2.256 -4.413  0.431
H -0.392 -2.558 -2.740  0.393
S -0.076 2.921 3.623  -0.392
C -0.009 1.820 2.457  0.948
N 0.062 1.019 1.604  -0.750
N -2.774 -2.317 1.212  -0.419
C -1.916 -1.966 2.195  -0.190
N -0.701 -1.523 2.006  1.556
C 0.004 -1.522 3.221  -1.376
C 1.368 -1.316 3.381  -0.918
C 1.899 -1.319 4.660  -0.587
C 1.096 -1.541 5.780  -0.737
C -0.253 -1.803 5.627  -0.511
C -0.775 -1.807 4.341  0.738
S -2.390 -2.221 3.847  -0.387
H -2.473 -2.085 0.282  0.124
H -3.757 -2.163 1.377  0.374
H 1.998 -1.174 2.516  1.081
H 2.962 -1.153 4.788  0.445
H 1.533 -1.533 6.769  0.399
H -0.882 -2.012 6.482  0.426
N 2.994 1.328 2.369  -0.168
C 2.957 1.008 1.063  0.899
O 2.297 -0.021 0.688  -0.464
C 3.747 1.770 0.168  0.238
C 4.018 1.316 -1.137  0.137
N 4.253 0.946 -2.207  -0.637
C 4.421 2.921 0.645  -0.557
N 4.927 3.876 1.053  -0.613
H 3.470 2.160 2.679  0.238
H 2.323 0.912 2.989  -0.027


Record 7
A molecular structure, C40H90F15N5O16V at a distorted geometry, computed with wB97M-V/def2-TZVPD.

Properties
- net charge = +2
- LUMO (alpha / beta) (eV) = -3.228 / -3.229
- 2S+1 = 2
- F_max (eV/Å) = 3.49

Each line ends with the Löwdin spin population.
Geometry (Å):
O -1.506 -0.822 0.475  -0.126
V -0.136 -0.184 0.023  1.062
C 3.382 3.856 1.385  0.000
C 2.063 4.392 0.944  0.000
C 2.222 5.701 0.266  0.000
O 0.970 6.231 -0.008  0.000
C 1.062 7.505 -0.662  0.000
N 1.323 3.320 0.222  0.000
H 1.695 2.760 -0.534  0.000
H 1.091 2.519 0.883  0.000
H 0.364 3.621 -0.033  0.000
H 4.042 3.759 0.533  0.000
H 3.187 2.890 1.923  0.000
H 3.924 4.513 2.099  0.000
H 1.431 4.563 1.793  0.000
H 2.766 5.577 -0.629  0.000
H 2.869 6.348 0.815  0.000
H 0.062 7.939 -0.692  0.000
H 1.446 7.394 -1.705  0.000
H 1.748 8.164 -0.055  0.000
C 1.775 2.368 -5.261  0.000
C 0.471 1.507 -5.127  0.000
C 0.449 0.346 -6.159  0.000
O -0.841 -0.319 -6.153  0.000
C -0.743 -1.367 -7.157  0.000
N 0.517 0.903 -3.721  0.001
H -0.421 0.739 -3.373  0.000
H 0.971 -0.038 -3.797  0.000
H 1.042 1.416 -3.001  0.000
H 1.952 2.715 -4.276  0.000
H 1.603 3.145 -6.005  0.000
H 2.655 1.788 -5.651  0.000
H -0.420 2.072 -5.282  0.000
H 1.221 -0.428 -5.971  0.000
H 0.611 0.836 -7.130  0.000
H -1.747 -1.733 -7.179  0.000
H -0.104 -2.152 -6.767  0.000
H -0.504 -1.071 -8.160  0.000
C 5.257 0.483 2.442  0.000
C 4.374 -0.572 3.075  0.000
C 4.293 -0.441 4.600  0.000
O 3.237 -1.358 5.017  0.000
C 3.568 -2.146 6.167  0.000
N 3.015 -0.322 2.436  0.000
H 2.606 0.613 2.674  0.000
H 3.022 -0.424 1.392  0.000
H 2.261 -0.877 2.829  0.000
H 5.120 1.470 2.704  0.000
H 5.086 0.475 1.356  0.000
H 6.288 0.172 2.670  0.000
H 4.648 -1.604 2.826  0.000
H 4.071 0.615 4.850  0.000
H 5.256 -0.737 5.015  0.000
H 2.567 -2.561 6.468  0.000
H 3.872 -1.543 7.032  0.000
H 4.296 -2.931 5.924  0.000
C -1.165 -2.381 6.211  0.000
C -1.989 -3.099 5.166  0.000
C -3.292 -2.317 4.710  0.000
O -4.149 -3.160 3.961  0.000
C -4.796 -2.415 2.928  0.000
N -1.089 -3.312 3.941  0.000
H -0.515 -4.165 3.862  0.000
H -1.680 -3.239 3.110  0.000
H -0.433 -2.520 3.874  0.000
H -0.802 -3.108 6.972  0.000
H -1.800 -1.693 6.795  0.000
H -0.423 -1.744 5.807  0.000
H -2.356 -4.092 5.565  0.000
H -2.989 -1.465 4.100  0.000
H -3.785 -1.938 5.608  0.000
H -5.436 -3.094 2.308  0.000
H -4.078 -2.043 2.218  0.000
H -5.337 -1.588 3.442  0.000
C -3.871 -0.643 -4.354  0.000
C -4.107 -0.264 -2.920  0.000
C -5.396 -0.878 -2.455  0.000
O -5.710 -0.435 -1.194  0.000
C -6.957 -0.678 -0.552  0.000
N -3.044 -0.716 -2.009  0.000
H -2.155 -0.343 -2.246  0.000
H -3.180 -0.466 -1.063  0.000
H -3.026 -1.734 -2.061  0.000
H -3.861 -1.682 -4.554  0.000
H -2.930 -0.233 -4.725  0.000
H -4.665 -0.148 -4.927  0.000
H -4.190 0.791 -2.857  0.000
H -5.219 -1.948 -2.469  0.000
H -6.085 -0.565 -3.247  0.000
H -7.741 -0.102 -1.062  0.000
H -6.851 -0.486 0.503  0.000
H -7.235 -1.744 -0.728  0.000
C -1.771 2.187 -0.756  0.003
O -3.021 1.594 -0.362  0.000
O -0.919 1.202 -1.137  0.007
C -1.984 3.148 -1.907  0.000
F -2.519 2.727 -3.027  0.000
F -2.715 4.146 -1.408  0.000
F -0.733 3.682 -2.298  0.000
C -4.215 2.327 0.130  0.000
C -4.658 1.439 1.265  0.000
H -3.826 1.265 1.916  0.000
H -5.357 2.068 1.854  0.000
H -5.000 0.466 0.926  0.000
H -4.966 2.296 -0.688  0.000
H -4.039 3.353 0.374  0.000
H -1.373 2.783 0.104  0.000
C -0.634 1.398 2.499  0.002
O -0.662 2.740 2.832  0.000
O 0.179 1.154 1.434  0.027
C -0.120 0.609 3.703  0.001
F -0.027 -0.700 3.359  0.000
F 1.087 1.054 4.097  0.000
F -0.894 0.758 4.844  0.000
C -2.007 3.248 2.605  0.000
C -1.865 4.759 2.489  0.000
H -2.737 5.324 2.147  0.000
H -1.691 5.099 3.493  0.000
H -1.059 5.091 1.768  0.000
H -2.623 2.991 3.508  0.000
H -2.307 2.742 1.688  0.000
H -1.664 1.102 2.322  0.000
C 0.445 -2.139 -2.400  0.002
O 1.469 -1.669 -3.333  0.000
O -0.233 -1.137 -1.844  0.007
C -0.509 -3.068 -3.195  0.000
F -0.684 -2.896 -4.553  0.000
F -0.018 -4.285 -3.076  0.000
F -1.832 -3.121 -2.761  0.000
C 2.201 -2.722 -4.025  0.000
C 3.549 -2.140 -4.377  0.000
H 4.256 -2.285 -3.596  0.000
H 4.070 -2.644 -5.287  0.000
H 3.404 -1.147 -4.662  0.000
H 1.597 -3.068 -4.884  0.000
H 2.409 -3.467 -3.319  0.000
H 1.025 -2.696 -1.662  0.000
C 1.078 -2.869 1.079  0.002
O -0.189 -3.388 1.453  0.000
O 1.129 -1.578 1.086  0.013
C 2.019 -3.360 2.153  0.000
F 2.089 -4.665 2.127  0.000
F 3.293 -2.930 1.996  0.000
F 1.611 -2.945 3.420  0.000
C -0.980 -4.184 0.627  0.000
C -2.467 -3.919 0.801  0.000
H -2.777 -3.906 1.812  0.000
H -2.710 -2.895 0.414  0.000
H -3.118 -4.646 0.262  0.000
H -0.709 -5.277 0.793  0.000
H -0.589 -4.036 -0.383  0.000
H 1.353 -3.431 0.186  0.000
C 2.815 0.221 -1.347  0.000
O 3.700 -0.537 -0.444  0.000
O 1.759 0.764 -0.740  0.000
C 3.713 1.340 -1.956  0.000
F 3.044 2.263 -2.687  0.000
F 4.353 2.050 -1.029  0.000
F 4.595 0.784 -2.827  0.000
C 4.144 -1.887 -0.831  0.000
C 5.445 -2.151 -0.202  0.000
H 5.325 -2.182 0.900  0.000
H 5.732 -3.199 -0.522  0.000
H 6.242 -1.453 -0.383  0.000
H 4.230 -1.953 -1.893  0.000
H 3.406 -2.637 -0.496  0.000
H 2.450 -0.402 -2.180  0.000


Record 8
A molecular structure, H28O14 at a distorted geometry, computed with wB97M-V/def2-TZVPD.

Properties
- LUMO (eV) = -0.195
- relative energy (zero: lowest compared OMol25 entry of this formula, charge and spin) (kJ/mol) = 834.3
- F_max (eV/Å) = 11.56

Each line ends with the Mulliken charge.
Geometry (Å):
H 0.155 0.239 0.744  0.102
H -0.797 -0.498 -0.184  0.098
H 1.015 -2.618 0.539  0.304
H 0.334 -2.221 1.839  0.210
H 1.608 -3.761 -2.081  0.315
H 2.175 -2.353 -2.022  0.314
H 0.856 1.618 -3.066  0.357
H 1.643 2.903 -2.869  0.303
H -2.736 1.744 -0.058  0.270
H -3.903 0.964 0.524  0.334
H -3.498 0.699 2.755  0.283
H -3.303 1.644 3.929  0.279
H -2.506 -1.450 -0.189  0.341
H -2.801 -1.345 1.298  0.307
H 0.877 -1.141 -1.296  0.226
H 0.323 -0.235 -2.383  0.223
H 2.572 1.234 0.170  0.248
H 2.587 1.762 -1.255  0.344
H -0.891 2.058 -0.798  0.195
H -0.291 2.795 -1.984  0.290
H 2.706 -3.408 0.192  0.246
H 2.628 -2.492 1.402  0.522
H -4.908 -1.257 -0.787  0.313
H -5.663 -1.209 -2.106  0.289
H 2.678 3.697 1.377  0.300
H 2.354 5.037 0.738  0.295
H 2.284 -0.983 3.136  0.305
H 3.669 -1.608 3.102  0.296
O -0.014 -0.630 0.364  -0.092
O 0.849 -1.859 1.109  -0.549
O 1.810 -3.000 -2.636  -0.570
O 1.752 1.948 -2.933  -0.657
O -3.414 1.788 0.626  -0.593
O -2.842 1.270 3.169  -0.557
O -3.234 -1.435 0.442  -0.652
O 0.076 -0.962 -1.801  -0.589
O 2.555 2.053 -0.337  -0.561
O -0.548 1.915 -1.687  -0.529
O 2.694 -3.421 1.156  -0.715
O -4.961 -0.766 -1.615  -0.605
O 3.090 4.446 0.933  -0.612
O 3.021 -1.164 2.543  -0.631